C21H43N2OP3SSm as an isolated structure in a non-equilibrium geometry. Source: OMol25; level of theory: ωB97M-V/def2-TZVPD.

The geometry in XYZ format:
```
72
Properties=species:S:1:pos:R:3
Sm 0.19 0.14 1.29
P 1.12 1.44 -0.73
P -1.47 2.04 1.63
P 1.20 -1.97 0.30
H -2.66 -0.36 0.51
C -1.85 -1.01 0.71
C -1.44 -1.22 2.13
H -1.96 -0.70 2.90
C 0.22 1.36 -2.25
C 1.31 3.17 -0.40
C 2.78 0.97 -1.16
C -2.80 1.59 2.71
C -0.83 3.50 2.33
C -2.31 2.53 0.12
C 0.54 -3.44 1.02
C 2.92 -2.12 0.49
C 0.87 -2.19 -1.45
H -1.69 -1.81 0.02
H -1.00 -2.15 2.41
H 0.78 1.97 -2.97
H -0.79 1.74 -2.15
H 0.16 0.33 -2.63
H 1.80 3.57 -1.30
H 1.94 3.36 0.47
H 0.36 3.70 -0.26
H 3.06 1.69 -1.94
H 2.85 -0.04 -1.56
H 3.47 1.07 -0.32
H -3.40 2.50 2.77
H -2.44 1.32 3.71
H -3.42 0.77 2.33
H -1.57 4.28 2.12
H 0.15 3.82 1.93
H -0.73 3.38 3.41
H -3.09 3.22 0.45
H -2.76 1.68 -0.40
H -1.64 3.04 -0.57
H 1.07 -4.25 0.51
H -0.54 -3.57 0.87
H 0.74 -3.50 2.10
H 3.19 -3.04 -0.03
H 3.19 -2.22 1.55
H 3.49 -1.28 0.08
H 1.25 -3.18 -1.69
H 1.38 -1.45 -2.06
H -0.21 -2.15 -1.67
C -0.26 -2.05 -6.18
C -1.21 -2.05 -7.25
C -2.31 -2.89 -7.17
C -2.51 -3.72 -6.07
C -1.58 -3.72 -5.02
C -0.46 -2.89 -5.07
O 0.83 -1.26 -6.18
H 0.85 -0.73 -7.01
H -1.05 -1.40 -8.09
H -3.03 -2.89 -7.99
H -3.39 -4.38 -6.02
H -1.73 -4.36 -4.16
H 0.27 -2.87 -4.27
C 1.92 3.16 4.94
N 1.23 1.81 5.02
C 0.40 1.34 6.07
C 0.03 0.13 5.79
N 0.61 -0.25 4.54
C 1.35 0.85 4.07
S 2.23 0.90 2.67
H 2.99 3.01 4.91
H 1.58 3.68 4.05
H 1.65 3.73 5.83
H 0.20 1.96 6.89
H -0.56 -0.54 6.29
H 0.52 -1.13 4.04
```

Spin multiplicity = 6
HOMO-LUMO gap (alpha / beta) = 2.3486 / 2.4065 eV
HOMO energy (alpha / beta) = -13.7 / -13.7 eV
⟨S²⟩ = 8.77
Total charge = +3
LUMO energy (alpha / beta) = -0.4177 / -0.4156 Eh